C3H7NO2 | wB97M-V/def2-TZVPD

Computed properties:
M, g mol⁻¹: 89.1
HOMO energy, eV: -9.7
2S+1: 1
SMILES string: C[C@@H](O)C(N)=O
Energy above the lowest of the compared OMol25 structures with the same formula, charge and spin, kJ/mol: 63.90
Largest force on an atom, eV/A: 2.3

Cartesian coordinates (Å):
1 C 0.36284 -1.36538 -0.72133
2 C 0.34610 0.14904 -0.65852
3 O -0.82708 0.63544 -1.28994
4 C 0.39616 0.62834 0.84919
5 N -0.82177 0.78090 1.44781
6 O 1.43926 0.73098 1.47950
7 H 1.18503 -1.78536 -0.13429
8 H -0.57990 -1.78630 -0.35643
9 H 0.47583 -1.68841 -1.76204
10 H 1.22553 0.57584 -1.15310
11 H -0.67038 1.60588 -1.08243
12 H -1.67192 0.57811 0.93647
13 H -0.85970 0.94093 2.44511

Here are the Mulliken charges for atoms 1 to 2, given in e:
1. C -1.238
2. C 0.311